1.
This record from the Open Molecules 2025 dataset describes a 2-piece molecular cluster, C3H7NOS2 overall. The level of theory is wB97M-V/def2-TZVPD.

Cartesian coordinates (Å):
C1 0.385 -1.268 0.986
C2 -0.205 0.249 -0.867
C3 -1.187 1.096 -0.083
H1 -0.053 -2.330 1.029
H2 -0.270 -0.695 1.776
H3 1.463 -1.112 1.397
H4 0.775 -0.949 -2.141
H5 -1.953 0.548 0.565
H6 -1.320 2.124 -0.776
H7 1.456 2.137 0.912
N1 0.118 -0.921 -0.435
O1 1.039 -1.588 -1.261
S1 0.189 0.819 -2.349
S2 -0.438 1.891 1.248

HOMO energy = -8.98 eV

natural (NBO) population analysis, charges in e, atoms 1 to 6:
1 C -0.46
2 C 0.08
3 C -0.68
4 H 0.23
5 H 0.24
6 H 0.24

---

2.
This record from the Open Molecules 2025 dataset describes a 2-piece molecular cluster, C3H7NOS2 overall. The level of theory is wB97M-V/def2-TZVPD.

Cartesian coordinates (Å):
C1 -2.606 0.460 0.527
C2 1.035 0.579 -0.245
C3 0.208 1.772 0.166
N1 -1.358 0.929 0.446
O1 -3.616 0.452 1.136
S1 -1.611 -0.407 -0.633
S2 1.537 -3.768 -0.571
H1 0.602 -0.168 0.317
H2 2.045 0.712 -0.006
H3 1.022 0.475 -1.333
H4 0.102 2.536 -0.588
H5 0.489 2.140 1.174
H6 1.116 -3.066 0.654
H7 1.037 -2.646 -1.045

HOMO energy = -8.36 eV
SMILES = CCN1SC1=O.S

natural (NBO) population analysis, charges in e, atoms 1 to 6:
1 C 0.60
2 C -0.67
3 C -0.08
4 N -0.62
5 O -0.52
6 S 0.14

---

The structure with the least stability is 1.

---

1.
This record from the Open Molecules 2025 dataset describes a 10-piece molecular cluster, BF4H18O9 overall. The level of theory is wB97M-V/def2-TZVPD.

Cartesian coordinates (Å):
B1 2.496 -7.680 23.573
F1 1.743 -8.805 23.308
F2 3.216 -7.227 22.462
F3 1.661 -6.675 24.018
F4 3.325 -8.034 24.632
O1 1.430 -11.654 22.688
H1 2.084 -12.179 22.218
H2 1.871 -10.859 22.967
O2 2.448 -6.552 20.064
H3 2.709 -7.081 20.809
H4 3.067 -5.784 20.000
O3 5.183 -5.936 21.029
H5 4.713 -5.990 21.863
H6 5.637 -5.094 21.023
O4 -0.921 -7.319 23.003
H7 -0.229 -7.292 23.652
H8 -1.364 -6.495 23.066
O5 3.631 -5.157 25.658
H9 3.434 -6.125 25.729
H10 3.781 -4.981 24.740
O6 -0.898 -10.016 22.089
H11 -0.371 -10.713 22.390
H12 -0.898 -9.328 22.749
O7 5.894 -7.109 23.901
H13 4.944 -7.267 23.845
H14 5.890 -6.392 24.515
O8 1.259 -4.497 22.853
H15 2.088 -4.067 23.084
H16 1.388 -5.349 23.250
O9 1.053 -8.968 20.458
H17 0.748 -9.558 21.147
H18 1.924 -9.326 20.298

HOMO energy = -6.98 eV
net charge = -1

natural (NBO) population analysis, charges in e, atoms 1 to 6:
1 B 1.34
2 F -0.57
3 F -0.57
4 F -0.56
5 F -0.57
6 O -0.97

---

2.
This record from the Open Molecules 2025 dataset describes a 10-piece molecular cluster, BF4H18O9 overall. The level of theory is wB97M-V/def2-TZVPD.

Cartesian coordinates (Å):
B1 -28.102 14.438 -13.694
F1 -28.352 15.714 -13.281
F2 -27.507 13.735 -12.668
F3 -29.183 13.672 -14.126
F4 -27.085 14.523 -14.618
O1 -29.059 14.947 -10.485
H1 -29.300 15.356 -11.304
H2 -28.845 15.661 -9.890
O2 -25.541 16.735 -14.496
H3 -25.344 16.951 -15.404
H4 -26.478 16.549 -14.557
O3 -29.668 11.593 -12.485
H5 -29.654 12.365 -13.066
H6 -28.983 11.793 -11.840
O4 -27.814 11.987 -10.698
H7 -27.299 12.445 -11.328
H8 -27.863 12.617 -9.950
O5 -24.434 14.987 -12.685
H9 -23.755 15.527 -12.317
H10 -24.908 15.555 -13.354
O6 -26.055 14.958 -10.532
H11 -26.982 14.947 -10.724
H12 -25.672 14.987 -11.400
O7 -25.637 11.922 -12.851
H13 -24.907 11.811 -12.221
H14 -25.678 12.853 -13.033
O8 -27.259 11.515 -14.917
H15 -26.578 11.702 -14.303
H16 -27.985 12.159 -14.800
O9 -24.411 14.111 -15.453
H17 -24.519 14.131 -16.411
H18 -25.312 14.232 -15.134

HOMO energy = -6.33 eV
net charge = -1

natural (NBO) population analysis, charges in e, atoms 1 to 6:
1 B 1.33
2 F -0.56
3 F -0.59
4 F -0.55
5 F -0.58
6 O -0.95

---

The structure with the least stability is 1.

---

1.
This record from the Open Molecules 2025 dataset describes one molecule with the formula CHNO3. The level of theory is wB97M-V/def2-TZVPD.

Cartesian coordinates (Å):
C1 1.853 0.207 -0.352
N1 2.480 -0.694 0.441
O1 2.462 1.256 -0.658
O2 2.604 -1.717 0.060
O3 0.333 0.322 -0.079
H1 -0.186 -0.538 -0.117

HOMO energy = -10.12 eV
SMILES = O=NC(=O)O

From a natural (NBO) analysis of the wavefunction, the atomic charges in e read:
1 C 0.77
2 N 0.12
3 O -0.47
4 O -0.18
5 O -0.73
6 H 0.49

---

2.
This record from the Open Molecules 2025 dataset describes a 2-piece molecular cluster, CHNO3 overall. The level of theory is wB97M-V/def2-TZVPD.

Cartesian coordinates (Å):
C1 -0.615 -1.106 2.496
N1 0.304 -1.445 -0.123
O1 -0.945 -0.250 1.789
O2 -0.316 -1.878 3.269
O3 0.459 -0.398 -0.880
H1 -0.376 0.052 -0.807

HOMO energy (alpha / beta) = -9.39 / -9.45 eV

From a natural (NBO) analysis of the wavefunction, the atomic charges in e read:
1 C 1.04
2 N -0.01
3 O -0.54
4 O -0.49
5 O -0.48
6 H 0.48

---

The structure with the least stability is 1.

---

1.
This record from the Open Molecules 2025 dataset describes C10H14BHgN7O3 as an isolated structure. The level of theory is wB97M-V/def2-TZVPD.

Cartesian coordinates (Å):
H1 -1.789 -1.058 -0.127
N1 0.131 -1.808 0.364
B1 2.124 -2.990 1.495
N2 0.592 -2.759 1.208
C1 -0.453 -3.298 1.871
Hg1 1.028 -0.590 -1.361
H2 -0.306 -4.076 2.609
C2 -1.608 -2.699 1.405
H3 -2.607 -2.885 1.734
C3 -1.212 -1.757 0.462
H4 2.277 -4.106 1.918
C4 -1.452 2.752 -1.306
H5 -2.311 2.174 -1.641
H6 -0.705 2.770 -2.102
H7 -0.976 2.282 -0.433
N3 2.471 -1.901 2.553
N4 3.027 -2.739 0.252
N5 1.512 -1.671 3.501
N6 2.774 -2.016 -0.879
C5 3.540 -1.086 2.761
C6 4.221 -3.371 0.120
H8 4.389 -1.060 2.094
H9 4.539 -4.089 0.876
C7 3.277 -0.324 3.891
C8 4.754 -3.032 -1.111
C9 2.003 -0.738 4.331
C10 3.816 -2.183 -1.721
H10 3.926 0.423 4.322
H11 5.682 -3.389 -1.510
H12 1.451 -0.431 5.217
H13 3.870 -1.736 -2.711
H14 -1.678 3.742 -1.056
O1 -4.070 3.590 -3.064
N7 -4.958 3.689 -2.167
O2 -6.145 3.356 -2.417
O3 -4.692 4.113 -0.998

HOMO energy (alpha / beta) = -8.48 / -8.48 eV

natural (NBO) population analysis, charges in e, atoms 1 to 6:
1 H 0.21
2 N -0.44
3 B 0.58
4 N -0.31
5 C 0.04
6 Hg 0.84

---

2.
This record from the Open Molecules 2025 dataset describes C10H14BHgN7O3 as an isolated structure. The level of theory is wB97M-V/def2-TZVPD.

Cartesian coordinates (Å):
H1 1.183 2.205 0.387
N1 0.739 1.014 -1.309
B1 0.143 0.188 -3.630
N2 0.507 1.314 -2.624
C1 0.675 2.648 -2.834
Hg1 0.985 -1.257 0.114
H2 0.568 3.076 -3.820
C2 0.997 3.229 -1.613
H3 1.198 4.267 -1.422
C3 1.008 2.172 -0.680
H4 0.382 0.562 -4.747
C4 -0.357 -0.813 1.832
H5 0.014 0.106 2.274
H6 -0.318 -1.670 2.530
H7 -1.336 -0.655 1.355
N3 -1.402 -0.063 -3.527
N4 1.146 -1.028 -3.284
N5 -2.009 0.043 -2.276
N6 1.445 -1.588 -2.055
C5 -2.355 -0.348 -4.460
C6 1.995 -1.567 -4.199
H8 -2.135 -0.376 -5.525
H9 1.996 -1.214 -5.224
C7 -3.552 -0.601 -3.792
C8 2.813 -2.497 -3.568
C9 -3.253 -0.400 -2.414
C10 2.428 -2.512 -2.227
H10 -4.501 -0.904 -4.215
H11 3.598 -3.077 -4.020
H12 -3.895 -0.622 -1.575
H13 2.805 -3.115 -1.404
H14 -1.427 0.191 4.277
O1 -0.016 -0.213 5.802
N7 0.081 0.837 5.197
O2 0.862 1.751 5.269
O3 -0.972 1.045 4.137

HOMO energy = -8.36 eV

natural (NBO) population analysis, charges in e, atoms 1 to 6:
1 H 0.20
2 N -0.37
3 B 0.59
4 N -0.34
5 C -0.01
6 Hg 1.17

---

The structure with the least stability is 1.